{"formula": "C23H22N2O5", "method": "wB97M-V/def2-TZVPD", "homo_ha": -0.284, "total_charge": 0, "lumo_ha": 0.014, "de_lowest_ev": 2.3659, "mol_weight_da": 406.438, "spin_multiplicity": 1, "total_energy_ha": -1375.33533, "smiles": "COc1ccc(/C=C(\\NC(=O)c2ccccc2)C(=O)NCc2ccco2)cc1OC", "elements": ["C", "H", "O", "C", "C", "C", "C", "C", "C", "O", "C", "H", "H", "H", "H", "C", "C", "N", "C", "O", "C", "C", "C", "C", "C", "C", "H", "H", "H", "H", "H", "H", "C", "O", "N", "H", "C", "C", "C", "C", "C", "O", "H", "H", "H", "H", "H", "H", "H", "H", "H", "H"], "xyz": [[-2.547329, -2.322118, -5.359307], [-1.646280, -2.463948, -5.965132], [-2.355141, -2.749595, -4.034379], [-1.447620, -2.083061, -3.251452], [-0.623938, -1.071535, -3.733527], [0.296645, -0.439843, -2.922849], [0.410114, -0.782092, -1.578098], [-0.400166, -1.807836, -1.098878], [-1.326579, -2.458080, -1.899112], [-2.019510, -3.449962, -1.264423], [-3.273898, -3.870809, -1.752427], [-3.704512, -4.472480, -0.951470], [-3.177999, -4.479566, -2.653929], [-3.928755, -3.021092, -1.959767], [-0.320504, -2.141312, -0.076674], [1.376426, -0.097199, -0.739492], [1.279479, 0.161824, 0.578652], [0.153961, -0.082723, 1.366656], [-1.147658, 0.168259, 1.033100], [-1.510372, 0.513527, -0.072033], [-2.103938, -0.081125, 2.150930], [-1.826461, 0.242496, 3.475496], [-2.768586, -0.004589, 4.458538], [-3.985322, -0.580139, 4.131720], [-4.269552, -0.895891, 2.813036], [-3.337068, -0.638943, 1.825992], [-3.540412, -0.870600, 0.791422], [-5.220302, -1.338896, 2.555599], [-4.714212, -0.775725, 4.904491], [-2.552314, 0.254409, 5.484624], [-0.891743, 0.713887, 3.745446], [0.395632, -0.108692, 2.355079], [2.379980, 0.706644, 1.433385], [2.243248, 0.740185, 2.649101], [3.516265, 1.105155, 0.825594], [3.557944, 1.161258, -0.178309], [4.608966, 1.707090, 1.567211], [4.730899, 3.166588, 1.277261], [4.031049, 4.242589, 1.738603], [4.562101, 5.374904, 1.074170], [5.540643, 4.902532, 0.257133], [5.648532, 3.567926, 0.367894], [6.207673, 5.393326, -0.423301], [4.256401, 6.393852, 1.192687], [3.242228, 4.225174, 2.461875], [4.384891, 1.547964, 2.624919], [5.544571, 1.205291, 1.302867], [2.257644, 0.239143, -1.269935], [0.911023, 0.347241, -3.334117], [-0.693894, -0.769961, -4.766479], [-3.345224, -2.950210, -5.753864], [-2.857029, -1.273236, -5.404528]], "forces_ev_per_angstrom": [[0.0, 0.1, -0.2], [0.0, 0.0, 0.0], [0.2, 0.0, 0.5], [-0.1, 0.0, 0.0], [-0.2, -0.1, -0.2], [0.1, 0.0, 0.3], [-0.3, -0.4, -0.5], [0.0, -0.1, -0.3], [0.1, 0.1, 0.0], [0.4, 0.1, -0.1], [-0.4, -0.2, -0.1], [0.0, 0.1, -0.1], [0.0, 0.1, 0.1], [0.0, 0.0, 0.0], [0.0, 0.0, 0.1], [0.1, 0.3, 0.6], [-0.2, 0.0, -0.6], [0.3, -0.1, 0.4], [0.0, 0.2, -0.1], [-0.1, 0.1, 0.1], [-0.3, 0.0, 0.1], [0.0, 0.0, -0.1], [0.0, 0.0, 0.1], [0.0, 0.0, 0.1], [0.0, 0.0, 0.0], [0.2, 0.0, -0.1], [0.0, 0.0, -0.1], [-0.1, 0.0, 0.0], [-0.1, 0.0, 0.1], [0.0, 0.0, 0.1], [0.1, 0.0, 0.0], [-0.2, -0.1, -0.2], [0.3, 0.0, -0.2], [-0.1, 0.0, 0.2], [0.1, -0.1, -0.2], [-0.1, 0.0, 0.1], [0.1, 0.1, -0.1], [-0.6, 0.2, 0.7], [0.3, -0.6, -0.1], [0.4, -0.1, -0.4], [-0.4, 0.8, 0.2], [0.2, -0.4, -0.1], [0.1, 0.0, -0.1], [0.0, 0.2, 0.0], [-0.2, -0.1, 0.2], [0.1, 0.0, -0.2], [-0.1, 0.0, 0.1], [0.1, 0.0, 0.1], [0.1, 0.1, 0.0], [0.0, 0.0, -0.1], [0.1, 0.1, 0.0], [0.0, 0.0, 0.0]]}

---

{"formula": "C57H93N4O24Sr", "method": "wB97M-V/def2-TZVPD", "homo_ha": -0.338, "total_charge": 1, "lumo_ha": -0.093, "mol_weight_da": 1305.995, "spin_multiplicity": 1, "total_energy_ha": -4282.77517, "elements": ["Sr", "O", "H", "H", "H", "C", "C", "C", "O", "C", "C", "C", "O", "O", "O", "H", "H", "C", "O", "C", "C", "N", "C", "C", "O", "C", "H", "H", "H", "H", "H", "H", "H", "H", "H", "H", "H", "H", "H", "H", "H", "C", "O", "C", "C", "N", "C", "C", "O", "C", "H", "H", "H", "H", "H", "H", "H", "H", "H", "H", "H", "H", "H", "H", "H", "C", "O", "C", "C", "N", "C", "C", "O", "C", "H", "H", "H", "H", "H", "H", "H", "H", "H", "H", "H", "H", "H", "H", "H", "C", "O", "C", "C", "N", "C", "C", "O", "C", "H", "H", "H", "H", "H", "H", "H", "H", "H", "H", "H", "H", "H", "H", "H", "C", "C", "C", "C", "C", "C", "O", "O", "H", "H", "H", "H", "H", "H", "C", "C", "C", "C", "C", "C", "O", "O", "H", "H", "H", "H", "H", "H", "C", "C", "C", "C", "C", "C", "O", "O", "H", "H", "H", "H", "H", "H", "C", "C", "C", "C", "C", "C", "O", "O", "H", "H", "H", "H", "H", "H", "C", "C", "O", "C", "O", "O", "H", "H", "H", "H"], "xyz": [[-3.633108, 2.021812, 1.664383], [4.168725, 2.046596, -1.562951], [4.868206, 2.175452, -2.207716], [3.958508, 2.842515, -1.069075], [4.311403, 1.299702, -0.976950], [0.283505, 0.764901, -0.760772], [1.348510, 0.022579, -0.373363], [1.434163, -0.415954, 1.113701], [2.444830, -1.027896, 1.579656], [0.378282, -0.354786, 1.963817], [-0.849510, 0.297850, 1.530557], [-0.778529, 1.024895, 0.128528], [-1.699305, 1.765964, -0.249604], [-1.875049, 0.450406, 2.214585], [2.259663, -0.056535, -1.253222], [0.198009, 1.125988, -1.775026], [0.274525, -0.790651, 2.946495], [-1.409125, -4.309718, 0.856014], [-0.625324, -4.545026, -0.326739], [0.310152, -3.478495, -0.395614], [1.125204, -3.531148, -1.633986], [1.785660, -4.860307, -1.769320], [2.911796, -4.948772, -0.835996], [3.853314, -6.170630, -0.809940], [3.207172, -7.401389, -0.410609], [2.319094, -8.062606, -1.201012], [-0.759091, -4.428644, 1.722861], [-2.125225, -5.130219, 0.901565], [-1.955305, -3.370255, 0.940874], [1.014445, -3.553124, 0.432933], [-0.151751, -2.491543, -0.421685], [1.900998, -2.765703, -1.652501], [0.473042, -3.402294, -2.497801], [0.982516, -5.290624, -1.333545], [2.630191, -4.770669, 0.201831], [3.624159, -4.152062, -1.050188], [4.713388, -6.004650, -0.161235], [4.401536, -6.249022, -1.748773], [2.061329, -8.926687, -0.588615], [2.812197, -8.420064, -2.104988], [1.396303, -7.550970, -1.474488], [-2.165785, 5.144329, -0.016731], [-2.295524, 4.233765, 1.070616], [-1.674058, 4.763309, 2.269583], [-1.581715, 3.742048, 3.495096], [-2.884530, 3.257101, 3.876102], [-3.030061, 2.298746, 4.933823], [-4.506112, 1.733196, 4.923500], [-4.679825, 1.072516, 3.649720], [-5.966940, 0.404657, 3.518224], [-2.304562, 4.576422, -0.936690], [-1.177996, 5.602265, -0.068319], [-2.974796, 5.871755, 0.049990], [-2.292321, 5.603498, 2.585692], [-0.736532, 5.286539, 2.081468], [-1.124639, 4.194827, 4.374974], [-0.995895, 2.953663, 3.022504], [-3.483085, 4.065814, 3.964528], [-2.658762, 2.674786, 5.887153], [-2.340974, 1.477369, 4.737363], [-5.406847, 2.325431, 5.084856], [-4.636279, 1.032264, 5.748027], [-6.105476, -0.306975, 2.704296], [-6.732130, 1.171856, 3.399926], [-6.311758, -0.009668, 4.465604], [-3.730306, -1.519817, 0.183470], [-4.498116, -0.354466, 0.159087], [-4.933525, 0.004295, -1.131868], [-5.673784, 1.285536, -1.020346], [-4.704348, 2.390629, -0.812950], [-5.447453, 3.626825, -0.760666], [-5.914276, 4.247870, -2.072399], [-7.217561, 3.782637, -2.302204], [-7.713595, 4.032864, -3.656352], [-3.986245, -2.155649, -0.664056], [-4.082165, -1.999442, 1.096846], [-2.665863, -1.377619, 0.370084], [-5.714561, -0.719525, -1.364600], [-4.157072, -0.103910, -1.889184], [-6.415229, 1.233127, -0.223091], [-6.189671, 1.519221, -1.951660], [-4.034090, 2.385561, -1.568479], [-4.731727, 4.330561, -0.335706], [-6.314524, 3.469844, -0.119068], [-5.188833, 3.793115, -2.746943], [-5.804493, 5.331588, -2.112319], [-7.062859, 3.534903, -4.375149], [-7.734471, 5.091010, -3.917131], [-8.675440, 3.547646, -3.822236], [0.805290, 3.618915, -2.960419], [1.868818, 3.801787, -2.107336], [1.545186, 4.228433, -0.846066], [2.434480, 3.708359, 0.358114], [3.769265, 4.111067, 0.027787], [4.747364, 3.633479, 0.948097], [6.153990, 4.065942, 0.684661], [6.539602, 3.854806, -0.703990], [7.978723, 4.137292, -0.898679], [1.232777, 3.228447, -3.883939], [0.268304, 4.552299, -3.129375], [0.056378, 2.940968, -2.551009], [0.509279, 3.924625, -0.695413], [1.607269, 5.316171, -0.813273], [2.398622, 2.627624, 0.495318], [2.239884, 4.311757, 1.244756], [3.787447, 5.110798, -0.114714], [4.814430, 2.560572, 1.128279], [4.751458, 3.832741, 2.019728], [6.872815, 3.559949, 1.329145], [6.295447, 5.144022, 0.761095], [8.272805, 5.139911, -0.588248], [8.106362, 4.032489, -1.976099], [8.556385, 3.335871, -0.438124], [1.662112, -4.419272, 3.417071], [2.156076, -5.734192, 3.219668], [1.795559, -6.667191, 4.184973], [0.887783, -6.387712, 5.237524], [0.392068, -5.073417, 5.458681], [0.743964, -4.143066, 4.409560], [0.350258, -2.822589, 4.548583], [2.222020, -7.964716, 4.002129], [1.850322, -3.648265, 2.684589], [2.848027, -5.777034, 2.391553], [0.616542, -7.167461, 5.933810], [-0.360219, -4.831884, 6.194969], [0.682202, -2.297593, 3.816601], [2.905661, -7.820443, 3.343779], [7.182405, -0.646937, 3.223456], [6.077555, -0.727234, 2.332560], [6.130867, -0.046196, 1.138537], [7.184269, 0.853977, 0.834041], [8.169087, 0.951986, 1.716637], [8.187129, 0.239177, 2.941811], [9.037110, 0.474325, 3.969322], [5.169786, -0.290025, 0.248807], [7.101599, -1.294798, 4.083771], [5.262644, -1.411878, 2.515781], [7.318991, 1.203074, -0.179066], [9.078396, 1.518818, 1.581511], [8.781273, 0.143254, 4.833352], [4.490170, -0.848441, 0.633386], [1.749227, -1.239475, -5.133976], [1.440337, -1.985555, -6.281407], [1.005063, -1.329619, -7.452937], [0.896109, 0.077090, -7.405521], [1.076767, 0.763297, -6.167371], [1.495016, 0.138691, -4.997162], [1.880964, 0.875588, -3.969584], [0.743883, -2.080049, -8.571631], [2.136067, -1.863725, -4.342105], [1.641417, -3.045780, -6.324702], [0.734105, 0.642115, -8.311556], [1.005894, 1.840760, -6.145892], [1.920294, 0.495092, -3.089090], [0.561458, -3.000447, -8.368640], [-3.895382, 1.496954, -4.392187], [-4.203747, 0.446816, -5.303875], [-3.317152, -0.595103, -5.541590], [-2.125164, -0.719876, -4.758732], [-1.888150, 0.218340, -3.765467], [-2.673280, 1.346550, -3.675363], [-2.372443, 2.378292, -2.807482], [-3.628917, -1.587574, -6.514504], [-4.538388, 2.363634, -4.349626], [-5.065505, 0.400120, -5.953170], [-1.475176, -1.569620, -4.906517], [-0.998214, 0.096791, -3.165762], [-1.877215, 2.096989, -2.034686], [-4.537350, -1.389151, -6.753189], [-2.332743, -1.751200, 5.115875], [-2.763021, -2.283720, 3.793416], [-3.918259, -3.072443, 4.078451], [-4.216873, -3.000505, 5.306948], [-4.967048, -3.711103, 5.935187], [-3.436258, -2.085766, 5.858965], [-2.118817, -0.685705, 5.031875], [-1.537494, -2.348180, 5.562302], [-1.888547, -2.837075, 3.451081], [-2.980188, -1.562575, 3.005461]], "forces_ev_per_angstrom": [[0.6, -0.5, -1.9], [-0.2, -1.7, -1.7], [0.5, 0.1, -0.1], [-0.2, 2.9, 1.1], [0.3, -1.5, 0.6], [-2.8, 0.4, 1.4], [2.1, 1.0, -1.3], [3.5, -3.0, 0.2], [0.1, 1.0, -1.6], [-5.9, 2.2, -0.3], [3.6, 0.1, -0.6], [1.2, -1.3, -0.8], [-1.8, 0.7, 0.9], [-1.1, 0.2, 0.5], [0.7, -1.3, 1.6], [0.2, 0.1, 0.1], [0.7, 0.0, 0.0], [0.2, -1.8, 0.0], [-0.6, 1.6, 0.6], [0.6, 0.5, 0.1], [1.1, -0.4, -1.4], [-0.4, 0.4, 0.5], [1.2, 0.0, 0.6], [-1.3, -0.7, -0.9], [2.1, 2.3, 1.7], [-0.5, -1.2, -0.8], [0.1, 0.2, 0.2], [-0.1, 0.1, 0.0], [0.3, 0.2, -0.6], [-0.3, 0.2, 0.5], [-0.5, 0.1, 0.5], [-0.2, 0.4, 0.1], [0.0, 0.1, -0.2], [0.3, -2.0, -0.2], [-0.3, 0.0, 0.3], [-0.1, 0.5, -0.3], [-0.5, 0.1, 0.8], [-0.5, -0.4, -0.7], [-0.3, -0.2, -0.3], [-0.1, -0.1, -0.4], [0.0, 0.4, 0.1], [-0.5, -0.4, -0.4], [1.1, -0.2, 1.4], [-1.2, 0.6, 1.4], [0.3, 0.6, -2.1], [-0.9, 0.6, -1.7], [-1.0, -0.4, 0.2], [0.7, -0.8, 0.3], [-0.6, -1.0, 0.2], [-0.9, 1.2, 1.1], [0.0, -0.1, 0.0], [-0.1, 0.1, 0.2], [0.2, 0.4, 0.0], [-0.4, 0.2, 0.2], [0.5, -0.8, -0.3], [0.7, 0.2, -0.4], [0.3, -0.5, 0.8], [-0.3, 0.0, 0.5], [-0.6, 0.2, 0.4], [-0.3, -0.3, -0.3], [0.5, 1.3, -0.2], [0.5, -0.6, -0.1], [1.0, 0.0, 0.0], [-0.1, 0.4, -0.5], [0.7, -0.6, 0.1], [-0.5, -1.0, 1.3], [0.7, 1.6, 0.5], [-1.5, -1.3, 0.1], [1.3, 0.9, -1.3], [-1.4, -0.8, 1.0], [0.7, 1.5, 0.5], [0.3, -1.3, 0.2], [-1.0, 0.4, -1.4], [0.9, -0.6, 0.4], [0.4, -0.1, 0.0], [0.1, -0.6, 0.0], [0.1, 0.4, -0.7], [0.0, -0.4, -0.5], [0.2, 0.6, 0.0], [0.1, 0.1, 0.2], [-0.4, -0.4, -0.1], [0.4, 0.0, -0.3], [-0.3, 0.5, 0.4], [0.0, 0.3, 0.3], [0.0, 0.3, -0.9], [-0.2, 0.1, 0.1], [0.4, 0.0, -0.1], [-0.2, 0.1, 0.3], [-0.1, 0.3, 0.6], [-0.9, 0.0, -0.9], [2.4, -0.7, 0.4], [-0.9, -0.2, 1.8], [-0.9, 1.3, -1.6], [1.0, -1.2, -0.6], [2.4, -0.6, 1.6], [1.2, 0.9, -2.3], [1.1, -0.1, 0.4], [-1.7, -1.0, -0.7], [-0.4, 0.0, 0.1], [0.0, 0.4, -0.3], [0.1, -0.2, -0.1], [-0.3, 0.1, 0.6], [-0.1, 0.4, 0.1], [-0.3, 0.0, 0.2], [-1.2, -0.6, 0.4], [0.4, 0.1, -0.1], [-0.7, -0.6, -1.2], [-1.4, 1.2, 0.5], [-0.2, -0.1, 0.3], [-0.3, 0.3, 0.8], [-0.1, -0.1, 0.2], [0.1, 0.2, 0.0], [0.2, 0.3, 0.4], [-0.6, -1.5, -0.3], [-0.8, 2.6, 1.3], [-0.7, -0.6, -0.4], [0.2, 1.5, 0.1], [1.0, -0.6, -3.3], [0.5, 0.2, 1.9], [-0.6, -0.2, 0.4], [0.1, 0.6, 0.4], [0.3, 0.2, -0.1], [0.1, -1.1, 0.0], [0.1, -0.2, -0.1], [0.2, 0.0, 0.2], [0.3, -0.2, -0.2], [0.3, -0.9, -0.3], [-2.5, -0.3, -1.5], [1.7, 0.0, 0.5], [0.6, 0.4, 0.9], [-2.0, -1.9, -1.5], [3.2, 0.1, 3.2], [-1.7, -0.5, 1.1], [2.2, 1.3, -0.6], [-0.9, 0.9, -2.0], [0.5, 0.3, 0.4], [-0.1, -0.1, 0.1], [-0.3, 0.4, 0.0], [-0.1, 0.4, -0.4], [-0.5, -0.3, -0.4], [-0.8, -0.2, 0.1], [-0.7, -1.0, 0.1], [-0.1, 1.7, -0.3], [0.2, -0.2, 1.3], [0.1, -0.6, 1.0], [0.1, -0.3, -1.1], [0.4, -2.2, -2.3], [0.1, 1.9, 0.8], [0.0, 1.1, -0.5], [0.2, 0.4, 0.5], [0.0, -0.1, 0.2], [-0.3, 0.0, 0.0], [-0.1, 0.2, -0.1], [0.1, -0.9, 0.6], [0.1, 0.1, 0.3], [1.3, -2.1, -0.9], [0.8, 0.4, 0.2], [1.0, -1.2, 0.3], [-1.9, -0.1, -0.8], [0.5, -0.4, -1.0], [-2.0, 1.2, 0.3], [-0.6, 0.5, -0.7], [0.6, 1.4, 1.6], [0.2, 0.1, 0.3], [-0.5, 0.7, 0.2], [0.1, 0.0, 0.0], [0.0, 0.2, 0.1], [0.4, -0.5, 0.8], [-0.2, -0.3, -0.4], [0.4, -0.3, -0.3], [1.2, -0.1, -1.8], [0.7, -1.0, -4.5], [-0.8, -1.5, 3.7], [0.2, 1.1, -0.9], [-1.6, 1.9, 3.9], [0.0, 0.0, 0.6], [0.5, 0.7, -0.4], [-0.5, -0.8, -0.5], [-0.3, 0.2, 0.4]]}

---

What is the formula in the first record? C23H22N2O5